(1)
Density functional theory data (ωB97M-V with the def2-TZVPD basis set) for a 2-piece molecular cluster, C5H13BrN overall.

Computed properties:
Net charge: +1
Relative energy (zero: lowest compared OMol25 entry of this formula, charge and spin), kJ/mol: 121.5
Strongest force on any atom, eV Å⁻¹: 4.49
E_LUMO, eV: -4.2

Structure (XYZ):
```
20
Properties=species:S:1:pos:R:3:lowdin_charge:R:1
H -0.96 2.42 -0.30 0.07
H -3.92 -1.84 0.60 -0.02
H 3.19 -0.07 0.35 0.08
H -2.43 -1.48 1.47 0.05
C 0.05 2.16 -0.56 0.01
H -0.95 0.85 1.45 0.10
H 0.76 -0.81 -1.31 0.17
H 0.75 2.90 -0.04 0.14
H -2.42 -2.33 -0.20 -0.01
H 1.93 0.60 -1.49 0.11
Br -2.93 0.03 -0.31 0.67
C 1.41 -0.02 -0.83 -0.14
H 0.27 2.29 -1.59 0.08
C -2.91 -1.71 0.45 -0.48
H 0.19 -0.46 1.40 0.15
N -0.17 0.42 1.03 0.21
C 2.48 -0.82 0.00 -0.06
H 3.08 -1.27 -0.80 0.09
H 2.16 -1.62 0.72 0.10
C 0.43 0.76 -0.06 -0.30
```



(2)
Density functional theory data (ωB97M-V with the def2-TZVPD basis set) for a 4-piece molecular cluster, C24H51BFN4O7SSi overall.

Computed properties:
Net charge: +1
Strongest force on any atom, eV Å⁻¹: 2.74
E_LUMO, eV: -2.9

Structure (XYZ):
```
90
Properties=species:S:1:pos:R:3:lowdin_charge:R:1
C -1.72 -1.51 1.52 0.00
H -1.34 2.28 -6.61 0.10
C -0.66 0.76 1.38 -0.32
H -0.60 5.38 4.50 0.03
H 0.58 0.96 -7.43 0.08
H 0.28 -6.87 1.02 0.12
H 3.01 2.46 3.28 0.03
H 0.50 1.76 -8.99 0.07
C 0.65 4.49 -9.20 0.01
H -1.84 1.20 -1.91 0.06
C -0.33 2.07 3.39 -0.28
O 3.08 -3.80 0.47 0.09
H -2.14 -4.04 2.97 0.08
S -1.66 1.51 7.75 0.86
H -1.13 -2.41 1.73 0.07
H -0.33 -3.18 4.96 0.12
H -1.43 2.90 -1.63 0.09
H 1.84 -2.63 2.24 0.09
H 0.13 3.71 6.49 0.02
C -0.77 2.63 -7.47 -0.23
C 2.53 3.44 3.20 -0.17
C 1.04 3.42 5.96 -0.18
O 1.80 -5.58 0.66 0.00
C 0.79 4.51 -7.69 -0.53
H 3.16 4.26 3.56 0.04
H 0.15 2.85 -3.55 0.13
H 2.18 -8.18 0.12 0.09
H 0.61 5.51 -9.55 0.09
H 1.08 1.41 2.08 0.10
H 1.52 3.99 -9.62 0.10
H 2.49 -1.02 2.06 0.10
C -1.29 -1.47 4.50 -0.11
Si 0.85 3.44 4.08 0.59
C -0.53 0.83 4.32 -0.22
C -1.32 -0.26 2.33 -0.21
H -0.56 5.02 2.73 0.04
N -1.81 1.06 5.05 0.09
H -1.71 -4.71 4.51 0.09
C 1.55 -1.58 2.12 0.05
H -1.49 3.13 -8.13 0.12
H 2.14 -3.58 -1.91 0.09
C -1.71 1.24 6.23 -0.80
H 1.41 2.44 6.30 0.02
C -2.30 -0.15 -4.24 0.01
C 0.03 5.10 3.65 -0.16
O 0.19 3.56 -6.95 -0.01
H -0.21 1.64 -1.42 0.07
C -1.06 1.96 -2.03 -0.07
H -1.65 -1.29 0.45 0.10
C 0.83 -6.51 0.15 -0.24
H 1.01 -1.40 1.20 0.06
H -1.00 -1.31 5.54 0.15
C 2.38 -4.61 -0.07 -0.52
H 2.32 3.62 2.14 0.04
O -0.08 0.88 -3.97 0.00
C -0.81 -0.15 -4.45 -0.54
H -2.54 -0.75 -3.36 0.09
H 2.07 -7.35 -1.42 0.07
H -0.25 4.00 -9.55 0.07
O 1.55 -1.30 4.63 0.16
H -2.36 -1.36 4.34 0.14
C -0.10 1.45 -8.13 -0.06
H 1.99 -0.48 4.87 0.13
H 1.80 4.16 6.23 0.05
H 0.11 -5.99 -0.49 0.11
N -0.87 -2.83 4.17 -0.06
H 0.74 -8.39 -0.89 0.09
B 0.84 -1.14 3.44 -0.50
F -1.73 1.41 0.78 0.02
H 0.82 5.85 3.59 0.04
O 1.47 5.33 -7.14 0.11
N 0.13 1.78 2.03 0.04
H -2.74 0.84 -4.13 0.07
H 0.25 0.85 5.09 0.12
H -2.93 -3.45 4.51 0.09
C 1.49 -7.68 -0.55 -0.06
H -2.77 -0.61 -5.11 0.09
H -1.30 2.57 3.30 0.13
H -2.77 -1.74 1.72 0.10
H 1.29 -5.10 -1.91 0.07
N -0.55 -0.50 3.59 -0.01
H -2.26 0.21 2.63 0.16
C -2.00 -3.78 4.02 -0.07
C 2.20 -4.61 -1.57 0.02
H -0.10 0.31 0.55 0.14
O -0.26 -1.08 -4.97 0.10
H -1.45 2.45 -4.12 0.11
H 3.06 -5.09 -2.03 0.10
C -0.64 2.10 -3.47 -0.22
H -0.84 0.72 -8.47 0.09
```



(3)
Density functional theory data (ωB97M-V with the def2-TZVPD basis set) for an isolated molecule of C6H12O.

Computed properties:
Net charge: 0
Relative energy (zero: lowest compared OMol25 entry of this formula, charge and spin), kJ/mol: 132.0
Strongest force on any atom, eV Å⁻¹: 1.27
E_LUMO, eV: 1.0

Structure (XYZ):
```
19
Properties=species:S:1:pos:R:3:lowdin_charge:R:1
O 0.93 0.07 1.38 -0.07
H -0.33 1.04 -1.54 0.12
H -2.28 0.13 -0.87 0.10
C -1.79 -0.13 0.07 -0.19
H 0.96 1.83 -0.68 0.12
C 1.96 -0.87 -0.45 -0.02
H 1.96 -1.31 -1.44 0.08
C 0.66 -0.22 -0.01 -0.59
H 2.79 -0.16 -0.35 0.08
H -0.96 1.00 1.65 0.11
H -2.55 -0.58 0.72 0.11
H -0.63 -1.54 -1.15 0.12
H 1.00 1.03 1.40 0.09
H 2.14 -1.66 0.29 0.09
C 0.13 1.11 -0.53 -0.07
H -0.55 -1.90 0.59 0.12
H -1.71 2.07 0.51 0.09
C -0.59 -1.09 -0.15 -0.12
C -1.13 1.16 0.57 -0.14
```



(4)
Density functional theory data (ωB97M-V with the def2-TZVPD basis set) for a 2-piece molecular cluster, C32H28F4NO overall.

Computed properties:
Net charge: +1
Strongest force on any atom, eV Å⁻¹: 2.07
E_LUMO, eV: -5.4

Structure (XYZ):
```
66
Properties=species:S:1:pos:R:3:lowdin_charge:R:1
C 3.82 0.25 -2.71 -0.22
C -3.28 0.91 1.81 -0.12
C -2.28 -3.88 0.67 -0.05
O 4.91 -2.21 0.97 -0.07
H 0.32 1.63 0.38 0.11
C -2.65 2.48 -2.61 -0.22
C -0.65 -2.14 0.31 -0.05
C 1.63 -1.13 1.98 -0.03
C 1.43 0.65 -2.42 -0.19
C 3.96 -0.04 0.90 0.00
C -2.62 2.99 2.97 -0.14
C -1.40 2.06 -2.16 0.03
H 0.74 -1.51 2.48 0.12
C -2.30 -1.88 2.04 -0.02
H 0.33 -1.85 -0.08 0.10
H 0.20 -0.96 -1.81 0.10
C -3.36 0.24 -2.92 -0.22
H 5.04 1.91 -3.40 0.14
H -2.65 4.05 2.72 0.12
H 0.78 2.59 -3.17 0.11
H 5.68 -4.06 0.85 0.10
H 2.76 1.64 0.33 0.12
C -1.10 0.68 -2.17 -0.20
C -1.19 -3.37 -0.05 -0.05
F -4.33 -0.67 -3.29 0.05
H 2.43 -1.25 -2.04 0.14
C 4.78 -3.62 1.29 -0.05
H -0.92 2.94 1.59 0.12
H -2.60 2.90 4.06 0.12
C 2.78 0.64 0.77 -0.03
H 2.80 -2.81 2.60 0.12
N -1.83 1.04 1.86 -0.02
H -3.62 -3.56 2.33 0.12
C -3.65 1.60 -3.03 0.09
C 1.63 1.94 -2.98 0.07
H 4.78 -3.76 2.38 0.10
H -0.75 -3.92 -0.89 0.12
C 2.79 -1.85 2.08 0.00
H -4.61 1.95 -3.39 0.14
C 1.54 0.04 1.17 -0.23
C 2.91 2.36 -3.31 -0.21
H -4.31 2.81 1.60 0.11
C 0.29 0.63 0.81 -0.01
H -2.64 -1.38 2.95 0.12
C -1.31 -1.28 1.22 -0.15
H -0.59 2.18 3.16 0.14
C 3.92 -1.38 1.38 -0.25
C 2.57 -0.22 -2.37 0.05
F -2.93 3.83 -2.64 0.05
C -3.82 2.23 2.39 -0.14
H -4.58 2.02 3.15 0.12
C -2.15 -0.24 -2.45 0.05
C 0.20 0.12 -1.94 0.03
C -0.95 0.15 1.31 -0.13
H -2.71 -4.84 0.38 0.12
H 3.88 -4.05 0.84 0.10
C -2.80 -3.15 1.74 -0.05
H -0.66 2.79 -1.84 0.12
H 4.91 0.36 0.54 0.13
H -3.63 0.09 2.44 0.10
C 4.04 1.55 -3.16 0.10
F 3.09 3.63 -3.81 0.06
F 4.90 -0.61 -2.60 0.06
H -1.96 -1.31 -2.38 0.13
C -1.37 2.32 2.38 -0.12
H -3.64 0.72 0.78 0.14
```



(5)
Density functional theory data (ωB97M-V with the def2-TZVPD basis set) for an isolated molecule of C5H13N.

Computed properties:
Net charge: 0
Relative energy (zero: lowest compared OMol25 entry of this formula, charge and spin), kJ/mol: 5.2
Strongest force on any atom, eV Å⁻¹: 0.72
E_LUMO, eV: 1.1

Structure (XYZ):
```
19
Properties=species:S:1:pos:R:3:lowdin_charge:R:1
N 1.53 -0.43 0.47 0.04
H 2.46 -0.01 0.45 0.07
C -0.77 -1.53 -0.97 -0.09
H -1.37 0.51 -1.05 0.14
C 0.66 0.45 -0.33 -0.46
H -0.30 -1.57 -1.95 0.07
H 0.47 1.83 1.30 0.08
C -0.76 -0.12 -0.38 -0.42
H -0.23 -2.22 -0.32 0.07
H 1.74 2.22 0.21 0.07
H 0.07 2.54 -0.30 0.08
H 1.68 -1.29 -0.05 0.06
H -0.96 -0.75 1.69 0.08
H -2.49 -0.46 0.85 0.08
H 1.00 0.51 -1.38 0.13
H -1.79 -1.92 -1.04 0.08
C 0.72 1.85 0.24 -0.08
H -1.52 0.91 1.36 0.07
C -1.46 -0.11 0.97 -0.08
```



(6)
Density functional theory data (ωB97M-V with the def2-TZVPD basis set) for C34H39BeN5O3P2S as an isolated structure.

Computed properties:
Net charge: 0
Relative energy (zero: lowest compared OMol25 entry of this formula, charge and spin), kJ/mol: 59.9
Strongest force on any atom, eV Å⁻¹: 4.16
E_LUMO, eV: -1.2

Structure (XYZ):
```
85
Properties=species:S:1:pos:R:3:lowdin_charge:R:1
H -2.14 -5.05 -1.88 0.04
C -4.47 -7.39 -2.16 -0.07
H -2.43 -3.34 -1.09 0.09
C -3.21 -0.94 -0.78 -0.19
O 2.64 -0.09 0.54 0.02
N 0.21 -5.97 -7.51 -0.27
H 3.01 -6.22 -9.30 0.09
H -1.82 -7.59 -6.79 0.07
C -1.93 -0.49 -1.42 -0.09
C -0.03 -10.76 -1.66 -0.10
H -5.44 -7.85 -2.13 0.09
N 0.68 0.89 0.54 -0.07
H -3.25 -0.18 1.25 0.07
C -4.09 -6.12 -1.62 -0.08
H -3.63 -1.84 -1.29 0.10
H 0.00 -8.33 -5.19 0.09
C -2.70 -5.01 -8.04 -0.14
S -0.35 2.00 1.20 0.67
C 2.97 2.71 4.15 -0.04
H -3.91 -0.10 -0.97 0.11
H -4.34 -4.09 -9.19 0.09
C -0.89 -9.76 -2.09 -0.14
H -1.05 -4.44 -0.57 0.09
C -1.45 -3.40 -0.59 -0.23
C -3.45 -2.94 -7.47 -0.11
N -1.91 -4.54 -6.98 -0.27
C 1.21 -8.93 -2.14 -0.17
C -0.18 -6.82 -8.56 -0.15
C -1.50 -3.00 0.87 -0.09
H 1.50 2.14 -2.64 -0.01
C 1.29 -10.23 -1.70 -0.12
H -0.34 -3.16 -2.46 0.12
H 1.82 4.38 4.98 0.12
H -1.78 0.62 -1.51 0.12
C 2.11 2.00 -1.72 -0.13
C -2.76 -5.92 -1.95 -0.16
N -0.14 -8.60 -2.37 -0.27
C 2.99 1.61 3.28 0.02
H 0.88 -7.54 -10.36 0.09
H -2.64 -6.64 -5.53 0.08
H 0.03 -0.64 -2.05 0.08
C -3.63 -4.03 -8.38 -0.09
H -2.56 -5.99 -8.45 0.07
Be 1.69 0.54 -0.69 0.32
P -0.58 -7.10 -3.22 1.08
C -3.33 -7.92 -2.80 -0.16
C -1.65 -7.01 -5.87 -0.40
C -2.41 -3.28 -6.62 -0.15
H 3.83 2.89 4.83 0.12
C 2.02 -6.28 -8.87 -0.10
O -0.53 3.14 0.36 -0.25
C 1.83 3.57 4.23 -0.04
H -1.01 -3.73 1.54 0.10
C 0.89 -6.98 -9.44 -0.08
O -1.52 1.27 1.59 -0.26
H -0.18 3.99 3.46 0.13
H -1.99 -2.77 -5.75 0.09
H 3.16 2.02 -1.97 -0.03
H 1.99 -8.19 -2.35 0.10
C 0.78 2.28 2.52 -0.19
C -0.85 -1.22 -1.70 -0.14
C 1.59 -5.69 -7.68 -0.15
H -4.72 -5.43 -1.08 0.09
H -0.32 -11.77 -1.36 0.10
C -3.27 -1.17 0.77 -0.18
H -1.96 -9.81 -2.23 0.08
H 0.54 -2.70 -1.03 0.12
H -1.64 -8.83 -4.73 0.07
C -0.47 -2.64 -1.48 -0.20
N -2.26 -7.04 -2.61 -0.25
H -4.03 -2.03 -7.44 0.09
C -0.99 -7.95 -4.86 -0.40
C -2.12 -1.94 1.40 -0.11
C 1.78 0.57 1.29 -0.34
H -3.21 -8.79 -3.41 0.08
H 3.81 0.88 3.22 0.14
H 2.21 -10.77 -1.42 0.10
H -4.23 -1.68 1.01 0.12
H 1.86 2.91 -1.13 -0.01
C 0.71 3.35 3.41 -0.02
C 1.87 1.39 2.45 -0.13
P -0.66 -5.43 -6.08 1.08
H -1.16 -7.27 -8.60 0.08
H -2.11 -1.82 2.50 0.11
H 2.12 -5.14 -6.92 0.09
```



(7)
Density functional theory data (ωB97M-V with the def2-TZVPD basis set) for H2NO3PS as an isolated structure.

Computed properties:
Net charge: -2
Relative energy (zero: lowest compared OMol25 entry of this formula, charge and spin), kJ/mol: 239.5
Strongest force on any atom, eV Å⁻¹: 3.07
E_LUMO, eV: 6.4

Structure (XYZ):
```
8
Properties=species:S:1:pos:R:3:lowdin_charge:R:1
H -0.05 -0.48 0.40 -0.10
O 0.54 1.96 1.43 -0.41
N -0.97 -1.12 0.57 -0.71
S -2.09 -1.12 -0.54 0.11
H -1.89 -2.13 -1.95 -0.22
O 0.93 1.51 -1.04 -0.40
P 1.18 1.16 0.37 0.17
O 2.34 0.23 0.74 -0.45
```



(8)
Density functional theory data (ωB97M-V with the def2-TZVPD basis set) for a 10-piece molecular cluster, C24H63N2O10S9 overall.

Computed properties:
Net charge: +1
Relative energy (zero: lowest compared OMol25 entry of this formula, charge and spin), kJ/mol: 0.0
Strongest force on any atom, eV Å⁻¹: 0.71
E_LUMO, eV: -3.7

Structure (XYZ):
```
108
Properties=species:S:1:pos:R:3:lowdin_charge:R:1
H -2.40 2.68 -2.22 0.03
C 2.17 -1.36 -1.71 0.03
H 4.67 -3.00 1.53 0.09
C -5.72 2.18 -9.95 -0.27
S -0.53 1.23 -1.94 0.84
S -4.60 5.83 1.80 0.81
H -4.89 4.12 -4.35 0.06
O -3.93 7.15 1.83 -0.57
H 4.29 -6.55 6.23 0.06
C 2.19 -7.65 11.35 -0.27
H 4.20 0.77 -6.15 0.03
C 4.19 -2.41 -3.08 -0.05
C 3.42 -6.68 5.58 -0.27
H -4.27 7.33 -2.39 0.01
S -0.24 -5.28 1.77 0.82
H 1.36 -0.98 -1.09 0.11
C -1.43 0.13 -3.05 -0.25
O 4.54 -8.17 10.26 -0.56
H -0.88 10.27 -0.32 0.06
S -3.22 5.73 -3.77 0.83
H 3.27 -9.29 13.40 0.06
H -3.70 2.01 -6.92 0.03
C 2.57 -0.67 -2.85 0.03
O 2.70 2.50 -4.35 -0.56
H -5.08 7.18 -3.97 0.06
H 3.29 -5.78 4.98 0.04
C -4.19 5.00 3.34 -0.27
C 2.49 -8.41 7.37 -0.27
C 2.87 -2.37 1.13 -0.21
H 1.78 -8.49 10.79 0.05
H -0.37 9.10 0.94 0.06
H 4.82 -9.79 12.68 0.05
H 2.75 -4.16 -0.07 0.13
H -6.75 2.29 -10.28 0.05
H 1.32 -5.81 3.49 0.03
H -2.33 -5.10 2.84 0.05
H -4.62 5.31 -5.66 0.06
C -4.63 6.63 -3.15 -0.25
H -3.45 4.01 -5.39 0.03
H 4.54 4.73 -3.93 0.06
C -3.59 4.77 0.75 -0.28
H 3.39 -8.23 7.96 0.04
H 2.05 -6.73 10.77 0.05
C -4.14 4.69 -4.90 -0.27
H 2.00 -6.07 1.86 0.04
S -5.71 2.11 -8.16 0.80
H -3.47 2.89 -8.45 0.06
O -6.12 3.45 -7.66 -0.55
C -1.95 2.14 -1.38 -0.27
N 2.79 -2.48 -1.34 -0.08
S 3.95 -7.88 11.60 0.81
H 2.05 -2.08 1.77 0.12
O -2.73 4.85 -2.65 -0.58
H -5.30 1.26 -10.35 0.05
H 0.85 -7.25 2.55 0.06
H 3.30 -10.17 11.83 0.06
H -2.67 1.45 -0.93 0.07
H -0.87 6.98 -2.26 0.02
C 4.72 4.14 -4.83 -0.26
H -3.98 3.75 0.80 0.05
H 1.69 -7.55 12.31 0.05
C 3.82 -9.44 12.46 -0.27
H 0.25 7.45 -0.95 0.05
H 5.78 4.14 -5.06 0.06
C -3.92 2.02 -7.99 -0.28
H -5.14 3.05 -10.28 0.06
C 2.36 -3.15 -0.09 -0.07
H 3.38 -1.46 0.81 0.12
H -2.19 -0.41 -2.49 0.06
H 4.14 4.55 -5.66 0.06
N 3.78 -3.04 -1.99 0.16
H 5.01 -2.86 -3.61 0.13
S -1.99 8.16 -0.54 0.80
H -1.62 2.86 -0.64 0.05
H 5.60 1.86 -6.32 0.06
C -1.21 9.49 0.37 -0.26
H -4.55 3.98 3.31 0.05
S 4.18 2.47 -4.49 0.79
C -0.57 7.79 -1.58 -0.26
H -0.72 -0.57 -3.48 0.04
C 1.12 -6.19 2.49 -0.27
H -3.65 5.14 -0.27 0.02
H -1.88 0.73 -3.84 0.05
H -1.60 -6.70 3.10 0.06
C 3.61 -1.23 -3.54 0.00
H 2.67 -9.17 6.60 0.06
H 2.08 0.25 -3.13 0.10
H 4.03 -0.76 -4.42 0.10
C 4.53 1.81 -6.13 -0.26
S 1.96 -6.89 6.60 0.81
H -4.68 5.54 4.15 0.05
H -1.95 9.90 1.06 0.06
H -3.56 1.10 -8.45 0.05
H -3.11 5.03 3.49 0.06
O 0.12 -3.83 1.87 -0.56
H -5.34 5.93 -2.71 0.06
H 3.97 2.38 -6.88 0.06
H -0.29 8.67 -2.15 0.06
O 0.83 -7.22 5.68 -0.57
H -2.55 4.81 1.09 0.06
H 1.27 -3.20 -0.08 0.11
O -3.01 8.78 -1.42 -0.55
O -0.06 0.38 -0.79 -0.57
H 3.55 -7.55 4.94 0.06
O 3.79 -3.16 1.89 -0.05
C -1.41 -5.63 3.07 -0.26
H 1.69 -8.75 8.03 0.05
H -1.01 -5.29 4.02 0.06
```